1.
Formula: C26H32N4OS2Sn
Source: the Open Molecules 2025 dataset
Level of theory: ωB97M-V/def2-TZVPD

Output
energy = -2314.3823 Eh
highest occupied orbital energy = -0.5137 hartree
spin multiplicity = 1
charge = +2

Positions of all 66 atoms, in Å:
C  -3.1155  1.4672  0.6034
C  2.3541  -1.3353  -1.9102
S  2.6468  -0.4236  1.8220
C  -2.1745  0.6154  1.1619
H  -0.1470  -1.9805  -4.2561
C  -0.3834  0.4916  -3.6931
H  -0.2343  -2.1292  4.6143
H  0.4571  2.1777  -5.9005
H  -0.9820  2.7259  3.1343
C  -0.0774  1.5416  -6.6277
H  -0.0922  1.4653  5.0848
H  0.8053  2.3357  1.2246
C  -0.9987  1.6276  3.1611
H  -5.7208  -0.6993  0.3701
H  3.6788  -0.2207  7.3195
C  4.2589  -0.4138  4.0062
C  -1.1960  0.7709  -5.9565
C  3.4890  -0.3035  6.2609
N  0.5119  -0.2730  3.9945
H  -1.4710  -0.8810  4.2679
H  5.5687  -0.3241  5.6944
H  -1.8986  1.4668  -5.5199
H  0.1184  -1.4709  -7.2822
H  0.6461  0.8815  -7.0954
C  -2.4528  -0.7633  1.2566
Sn  0.3952  -0.5870  1.7764
H  1.0701  1.7399  3.8062
H  -3.9942  -2.2355  1.1530
H  0.6019  -2.9115  -6.4243
H  -5.0999  1.7205  -0.1134
H  -1.0576  0.1624  -1.2269
H  2.1362  -0.5377  -3.9150
H  -1.4266  -1.8893  -5.4672
H  -2.9255  2.5353  0.5149
H  1.4049  -0.4262  6.5801
C  -0.1210  -0.3286  -1.4354
C  2.1733  -0.4208  5.8337
H  2.1931  -2.0909  0.0524
N  -0.8855  1.1581  1.7154
C  4.5533  -0.3219  5.3548
C  -4.7117  -0.3285  0.5579
C  -4.3786  0.9888  0.2662
H  -0.3027  2.0376  -0.1298
C  0.5051  -1.8221  -6.3332
O  -0.7232  1.6210  -3.2909
N  0.5754  -0.8818  -0.4424
H  -0.5113  2.1710  -7.3988
C  -0.2415  2.2457  0.9404
C  0.1623  1.1979  4.0493
H  -1.9698  1.3148  3.5382
S  -1.2808  -2.0985  1.7458
H  -0.5348  -0.8217  5.7766
C  -0.4910  -1.0841  4.7205
C  1.7288  -1.5102  -0.7161
H  -0.7298  3.2057  1.1538
H  1.5301  -1.4155  -6.2316
H  5.0676  -0.4577  3.2959
C  1.8938  -0.4656  4.4702
C  1.6870  -0.7208  -2.9503
C  0.3978  -0.2988  -2.7191
C  -0.4622  -1.4833  -5.1922
H  3.3662  -1.7068  -2.0050
C  2.9446  -0.4995  3.5647
H  -1.7495  0.1682  -6.7099
N  -0.6514  -0.0611  -4.8885
C  -3.7285  -1.2107  0.9887

---

2.
Formula: C26H33AsAuNOSSe4
Source: the Open Molecules 2025 dataset
Level of theory: ωB97M-V/def2-TZVPD

Output
energy = -13515.8570 Eh
highest occupied orbital energy (alpha / beta) = -0.2501 / -0.2511 hartree
spin multiplicity = 3
⟨S²⟩ = 2.012
charge = 0

Positions of all 68 atoms, in Å:
Se  -0.1727  3.3122  0.4357
S  2.9640  0.1296  0.5942
H  -1.0674  -2.6368  -0.1123
C  -6.2705  1.3890  -0.1939
H  -4.5703  -0.6214  4.4808
H  -2.4068  -0.1575  4.0954
C  -3.9370  0.2610  2.6427
H  -3.3446  0.0827  -3.2822
C  -3.3108  2.1247  -2.5874
Se  -0.5161  4.2576  2.4297
H  -1.8417  0.5506  -2.4961
H  -4.5690  -0.3871  -1.0746
Se  0.4549  0.7307  3.4016
H  -6.8023  -1.1421  5.0699
Se  0.3023  2.7906  4.1851
C  -3.8604  3.0091  -3.5190
C  -6.6229  0.3362  2.0000
C  -5.0838  5.1253  -4.1576
C  -3.4271  2.4238  -1.2210
C  4.5681  -0.0357  -0.2246
H  -4.6320  -4.6516  -1.3902
C  -2.7796  -3.7717  -0.7361
C  -4.7393  -2.5088  -1.2559
C  -4.4820  4.1860  -3.1479
H  -1.8664  -0.3294  2.4219
H  3.0824  -2.2700  0.5825
C  -2.7339  -1.3512  -0.5145
H  3.6682  -1.5603  2.1308
H  4.6807  0.8418  -0.8571
As  -2.7622  1.3803  0.3179
C  -3.9953  3.6583  -0.8355
H  -7.6767  0.3823  1.7419
H  -7.8576  -1.5334  3.7051
H  -5.7667  -2.4595  -1.5969
H  -4.5359  5.0479  0.7099
H  -4.9810  5.4373  -1.4847
C  2.9135  -1.5140  1.3459
C  -5.6957  0.8198  1.0800
H  4.5844  -0.9420  -0.8253
H  -7.0073  0.6999  -0.6103
C  -4.8934  -0.2239  3.5248
C  -4.3296  0.7617  1.3849
H  -4.9349  4.7684  -5.1754
C  -4.1050  -3.7380  -1.1484
C  -2.6329  0.8998  -3.1456
H  -6.7883  2.3272  0.0206
H  1.9228  -1.6285  1.7838
H  -5.5181  1.5894  -0.9467
C  -4.0451  4.0807  0.6093
H  -2.1021  1.2743  3.1067
H  -3.0330  4.1696  1.0112
H  -2.1980  1.1282  -4.1194
C  -2.1037  -2.6046  -0.4300
H  -3.7859  2.7544  -4.5713
H  5.3467  -0.0490  0.5370
C  -2.4997  0.2567  3.0914
O  2.0165  0.0422  -0.5886
H  -6.1558  5.2325  -3.9827
H  -4.5818  3.3570  1.2266
H  -4.6336  6.1148  -4.0639
N  -2.0379  -0.1850  -0.2552
C  -4.5223  4.5037  -1.7954
C  -7.2747  -0.7399  4.1750
C  -4.0720  -1.3381  -0.9447
C  -6.2456  -0.2038  3.2171
H  -2.2686  -4.7232  -0.6504
Au  -0.0495  -0.0547  -0.3381
H  -7.9677  0.0487  4.4731

---

3.
Formula: C26H33ClHoN2O2Te
Source: the Open Molecules 2025 dataset
Level of theory: ωB97M-V/def2-TZVPD

Output
energy = -2946.8353 Eh
highest occupied orbital energy (alpha / beta) = -0.0049 / -0.0614 hartree
spin multiplicity = 5
⟨S²⟩ = 6.035
energy relative to the best compared isomer or geometry (same formula, charge and spin) = 4.80 kcal/mol
charge = -1

Positions of all 66 atoms, in Å:
H  1.8377  -1.5935  1.7002
H  2.6303  1.6796  0.0751
H  -2.1120  -2.3339  -5.9713
H  -0.5885  4.1472  1.5189
H  -0.7494  -4.3379  1.5545
C  -1.9029  -0.0960  -4.7834
H  3.2257  -0.8574  5.7118
N  -0.0417  2.0535  -0.1746
C  -2.0410  -2.5789  -4.9074
H  -2.0180  -3.4799  -2.6384
C  1.4768  -0.5482  4.4824
H  1.9921  -4.1996  -0.9327
H  -1.1936  -3.2607  -4.7839
H  1.1514  5.0395  -0.0385
C  0.0803  1.3770  5.0948
H  0.8231  -4.3231  2.4162
C  -1.8493  -2.6456  -1.9545
Ho  0.6543  -0.1303  0.1752
C  0.2487  3.4966  1.8100
H  0.9937  4.0876  2.3628
H  0.7457  2.5035  6.8133
C  1.0401  -4.3147  -0.3929
Te  -1.0177  -0.1573  2.6977
H  -2.9324  2.9442  -4.6132
H  -0.2594  -2.8830  2.4806
H  0.9721  -5.3163  0.0530
H  -1.1717  3.0672  -4.7423
H  -2.6852  -2.6186  -1.2397
O  0.0462  3.9069  -1.4132
C  0.8003  -3.1797  0.6000
C  0.9125  2.9227  0.5612
C  0.1037  -3.7108  1.8518
H  2.7451  -3.1036  1.5148
H  2.7480  1.0698  7.2185
C  -0.5795  2.7673  -1.1523
C  0.3494  0.2722  4.2517
C  -1.7875  1.1197  -2.7089
O  -0.0573  -4.1756  -1.3707
H  2.5733  -2.0302  0.0883
C  -2.0210  2.3897  -4.8774
C  -0.6537  -3.0122  -1.1443
N  -0.1175  -2.2965  -0.1677
H  -1.9565  -0.0888  -5.8729
C  -1.8841  -1.3168  -4.1166
H  -0.1278  2.6887  2.4516
C  -1.8724  1.1168  -4.1023
C  2.1583  2.1309  0.9632
H  -2.6147  2.3847  -1.1801
H  -2.0888  2.1575  -5.9445
C  2.0693  -2.4212  0.9870
H  -1.9956  3.2617  -2.5918
H  -2.0259  -0.1185  -0.9595
Cl  2.1093  -0.1755  -1.8336
C  1.1720  4.0264  -0.4622
H  -2.9530  -3.1332  -4.6458
H  -0.8128  1.9792  4.9059
C  2.3443  -0.2373  5.5402
C  0.9517  1.6564  6.1567
C  -1.8034  -1.3375  -2.7229
C  2.0794  0.8520  6.3831
H  1.6434  -1.4151  3.8368
H  2.1058  3.8611  -1.0206
H  1.9074  1.3519  1.7210
C  -1.8430  -0.1127  -2.0364
H  2.8713  2.8101  1.4428
C  -1.8055  2.4187  -1.9243

---

Which of these has the highest spin multiplicity? C26H33ClHoN2O2Te